# 1
C11H18N2O2 | ωB97M-V/def2-TZVPD

Geometry as XYZ:
```
33
Properties=species:S:1:pos:R:3:forces:R:3:nbo_charge:R:1
C 2.81590 2.48741 -1.37734 0.115 1.705 1.238 -0.378
C 2.79456 3.46264 -0.68047 -0.129 0.926 0.712 0.317
C 1.97285 -0.22343 1.47467 3.062 0.186 1.591 0.622
C -2.61649 -2.24663 0.23862 -2.510 1.806 -0.060 -0.383
C -2.38066 -0.97627 1.13488 1.460 1.121 -4.913 -0.396
C -2.17824 -2.09091 -1.27338 0.186 -4.687 2.897 -0.416
C -0.88953 -0.55588 0.86305 2.276 -0.913 0.447 -0.428
C -0.72146 -1.81160 -1.29084 1.069 -0.718 -0.348 -0.400
C -0.37515 -0.48153 -0.60857 -3.240 -1.123 -0.584 0.078
C 2.46858 1.21334 1.75563 -2.615 -1.783 5.765 -0.668
C -0.99734 0.71276 -1.33945 0.556 -2.142 -4.535 -0.617
N 1.03721 -0.39211 -0.76932 -0.486 -0.065 -0.744 -0.109
N 1.78809 -0.25847 0.16173 0.851 0.305 -1.188 -0.171
O 2.16416 -1.23936 2.11776 -0.798 0.708 0.646 -0.510
O 2.44786 4.48204 0.07656 -0.544 0.175 0.156 -0.687
H 3.09790 1.80963 -2.07843 0.324 -1.690 -1.425 0.229
H -2.03212 -2.94233 0.84161 -0.242 -0.910 -0.776 0.201
H -3.79216 -2.43572 0.28388 2.546 -0.173 -0.019 0.205
H -3.02946 -0.11148 0.86735 0.193 -0.680 0.288 0.195
H -2.59614 -1.37153 2.04731 -0.153 -0.142 3.093 0.214
H -2.32325 -3.21079 -1.61251 -0.151 2.460 -0.339 0.214
H -2.76692 -1.35385 -1.69423 -1.365 1.089 -1.367 0.206
H -0.58329 0.43013 1.20092 -0.401 0.177 1.013 0.201
H -0.11525 -1.31115 1.26988 -1.700 0.948 0.094 0.225
H -0.23754 -2.77722 -0.79631 -0.298 2.374 -0.979 0.215
H -0.32057 -1.59197 -2.29510 -0.164 -1.052 0.012 0.216
H 1.76252 1.90052 1.40531 -0.520 1.151 -1.034 0.225
H 3.40811 1.18789 1.38158 2.793 0.608 -1.546 0.236
H 2.54776 1.39751 2.90850 -0.019 -0.424 -1.910 0.207
H -0.87708 1.59224 -0.89495 1.216 3.626 2.574 0.211
H -2.06511 0.75421 -1.50778 -0.432 -0.917 -0.107 0.212
H -0.48009 0.92119 -2.40090 -1.118 -0.886 2.136 0.214
H 3.07233 5.03075 0.59037 0.239 -1.059 -0.791 0.520
```
Forces are in eV/Å.

- Charge: 0
- Orbital gap (alpha / beta): 6.9 / 8.2 eV
- Maximum force: 6.577 eV Å⁻¹
- LUMO (alpha / beta): 0.35 / -1.47 eV
- Energy above the lowest of the compared OMol25 structures with the same formula, charge and spin: 3.6029 eV
- Multiplicity: 3

=====

# 2
C11H18N3O7P2SZr | ωB97M-V/def2-TZVPD

Geometry as XYZ:
```
43
Properties=species:S:1:pos:R:3:forces:R:3:nbo_charge:R:1
Zr 0.51341 0.41667 0.22438 -0.476 -0.220 -0.286 2.516
C 0.56199 2.60601 3.96046 -0.012 0.023 -0.053 -0.697
C 1.54134 1.91428 3.04572 0.007 -0.032 0.209 0.233
O 2.86493 2.20130 3.25480 -0.039 0.017 -0.024 -0.697
P 1.50887 0.06885 3.01200 -0.014 -0.096 -0.181 2.372
O 1.77771 -0.66884 4.32254 -0.023 -0.022 0.094 -0.943
O 2.67513 -0.29389 2.00484 0.015 0.046 0.097 -0.972
O 0.28589 -0.34254 2.18591 0.247 0.088 -0.313 -1.107
P 0.12264 3.11999 0.72840 -0.122 0.087 0.189 1.723
O -1.12387 2.07525 1.14065 0.025 -0.071 0.115 -1.051
O 1.23393 2.09571 1.62380 0.110 0.062 -0.011 -0.902
O 0.52671 2.23209 -0.54748 0.051 -0.171 -0.272 -1.088
H 0.82434 2.41657 5.00116 0.020 -0.013 0.001 0.273
H -0.45956 2.27185 3.78284 0.003 0.008 0.009 0.252
H 0.61561 3.68621 3.79778 -0.010 -0.004 0.003 0.265
H 3.00446 3.08241 3.63521 0.006 -0.001 0.001 0.526
H 1.20880 -0.69532 5.10976 -0.010 -0.003 -0.021 0.583
H 3.58199 0.00064 2.20831 -0.018 -0.002 0.050 0.572
H -2.03470 2.38090 1.26486 0.016 0.080 -0.066 0.566
C 4.17109 -2.66763 -2.71899 -0.039 0.014 0.037 -0.587
C 3.83026 -1.16919 -2.86575 0.116 -0.144 -0.118 -0.564
C 2.82131 -0.73489 -1.93144 -0.003 0.071 -0.010 0.705
N 2.01637 -0.38903 -1.18050 -0.093 -0.040 0.231 -0.672
H 4.92761 -2.90687 -3.46199 0.004 0.002 -0.001 0.270
H 3.29848 -3.29047 -2.90291 0.003 0.004 -0.005 0.235
H 4.57469 -2.88730 -1.73306 0.002 0.006 -0.004 0.233
H 3.45702 -0.94314 -3.86976 -0.044 0.034 0.020 0.308
H 4.71042 -0.53893 -2.70388 -0.023 0.034 0.035 0.307
N -5.66249 -1.72334 -3.04480 0.033 -0.026 -0.025 -0.710
C -5.17208 -0.79452 -2.24379 -0.121 0.043 0.073 0.046
S -5.90523 0.51535 -1.59388 0.034 -0.015 -0.028 0.058
C -3.76108 -0.82246 -1.79362 0.061 0.017 -0.012 0.069
C -3.41507 -1.38484 -0.55168 -0.038 -0.039 -0.086 -0.226
C -2.15632 -1.19789 -0.06312 0.088 0.028 0.035 0.073
N -1.20438 -0.49665 -0.74799 0.256 0.271 0.197 -0.693
C -1.52023 -0.02310 -1.99172 0.037 0.036 0.115 0.060
C -2.75940 -0.17305 -2.53922 -0.084 -0.099 0.006 -0.218
H -6.63124 -1.66596 -3.33090 0.001 0.000 -0.004 0.444
H -5.11558 -2.50081 -3.38078 0.001 0.002 0.003 0.420
H -4.14720 -1.92680 0.03137 0.001 0.003 -0.002 0.276
H -1.86833 -1.59422 0.90289 0.008 0.003 0.011 0.234
H -0.73983 0.50781 -2.52585 0.003 0.012 -0.009 0.231
H -2.97843 0.23979 -3.51457 0.018 0.003 0.000 0.274
```
Forces are in eV/Å.

- Charge: +3
- Orbital gap: 5.3 eV
- Maximum force: 0.597 eV Å⁻¹
- LUMO: -10.58 eV
- Energy above the lowest of the compared OMol25 structures with the same formula, charge and spin: 0.0798 eV

=====

# 3
C11H18O | ωB97M-V/def2-TZVPD

Geometry as XYZ:
```
30
Properties=species:S:1:pos:R:3:forces:R:3:nbo_charge:R:1
C 0.45766 -0.77862 -3.25515 0.379 1.603 1.305 -0.633
C -0.49414 -0.87793 -2.09971 -1.310 -2.777 -0.423 -0.040
C -0.78706 -2.14771 -1.44924 0.843 4.270 -0.700 -0.180
C -1.54617 -2.07111 -0.30648 0.793 -2.030 2.304 -0.308
C -2.32929 -0.96767 -0.00927 -0.421 1.662 -0.237 0.287
O -3.28620 -0.91105 0.97291 0.689 -0.493 0.082 -0.661
C -2.17086 0.20732 -0.72988 -0.342 0.354 -0.287 -0.268
C -1.22672 0.21605 -1.73906 0.639 1.997 -1.258 -0.194
H 0.32067 0.16604 -3.80671 0.519 0.234 0.828 0.213
H 0.26997 -1.40370 -4.05506 -0.277 -2.275 -1.230 0.219
H 1.46323 -0.91541 -2.83104 -0.022 0.216 -0.745 0.219
H -0.25959 -2.96696 -1.83118 0.670 -1.408 0.187 0.213
H -1.24924 -2.77207 0.56792 -1.419 0.443 -1.660 0.219
H -3.28990 -1.77390 1.39057 -0.249 -0.226 0.315 0.476
H -2.77346 1.10836 -0.53453 0.274 -0.681 0.093 0.231
H -0.98681 1.11582 -2.40387 -0.760 -0.908 1.437 0.209
C 1.55412 -0.28271 0.97226 -1.044 0.260 -1.069 -0.617
C 1.22411 1.21093 1.23817 -0.019 0.358 0.433 -0.217
C -0.08063 1.40437 2.05657 0.212 -0.333 -0.417 -0.608
C 2.38746 1.94043 1.94848 1.038 -0.570 -0.030 -0.616
H 0.54923 -0.72110 0.77885 0.833 -0.213 -0.183 0.210
H 2.02867 -0.89151 1.76414 -0.109 0.754 -0.110 0.209
H 2.15643 -0.34720 0.03279 -0.333 -0.198 0.784 0.207
H 0.97767 1.74245 0.25565 0.830 -1.014 0.999 0.199
H 0.15254 1.57038 3.11066 -0.191 0.350 -0.104 0.202
H -0.62575 2.23870 1.57713 -0.050 -0.352 0.811 0.210
H -0.69191 0.49296 2.03406 -0.106 0.320 -0.226 0.206
H 2.51362 2.92502 1.55912 -0.098 0.991 -0.129 0.208
H 2.37999 2.02432 3.05836 -0.581 -0.278 -0.682 0.205
H 3.36237 1.46550 1.73354 -0.387 -0.057 -0.088 0.203
```
Forces are in eV/Å.

- Charge: 0
- Orbital gap: 9.3 eV
- Maximum force: 4.408 eV Å⁻¹
- LUMO: 0.90 eV
- Energy above the lowest of the compared OMol25 structures with the same formula, charge and spin: 1.6295 eV